# 1
C26H51O3S | wB97M-V/def2-TZVPD

The geometry in XYZ format:
```
81
Properties=species:S:1:pos:R:3:lowdin_charge:R:1
C 2.423 -2.081 5.624 -0.0710
C 0.974 -2.582 5.925 -0.1928
C -0.103 -2.398 4.959 -0.0446
C -1.491 -2.890 5.259 -0.0945
C -1.742 -3.532 6.543 -0.1069
C -0.637 -3.715 7.506 -0.0447
C 0.721 -3.268 7.217 -0.1944
C 1.819 -3.543 8.287 -0.1937
S 3.158 -4.620 7.556 0.4801
O 3.355 -5.779 8.465 -0.4203
O 2.699 -5.130 6.243 -0.3954
O 4.447 -3.770 7.365 -0.4575
H 2.431 -1.292 4.827 0.0698
H 2.884 -1.729 6.587 0.0744
H 3.062 -2.925 5.260 0.0726
H 0.147 -1.890 3.993 0.0846
H -2.267 -2.748 4.468 0.0719
H -2.756 -3.906 6.801 0.0793
H -0.912 -4.251 8.451 0.1002
H 2.237 -2.590 8.707 0.1000
H 1.378 -4.126 9.142 0.0911
C -2.023 -3.613 -1.937 -0.1126
C -1.209 -2.411 -1.469 -0.2772
C -0.732 -2.530 -0.021 -0.2201
C -1.843 -2.606 1.029 -0.2212
C -2.820 -1.432 1.030 -0.2648
C -2.155 -0.099 1.347 -0.1068
H -2.939 -3.730 -1.354 0.0649
H -2.308 -3.490 -2.985 0.0657
H -1.440 -4.533 -1.852 0.0758
H -1.796 -1.497 -1.605 0.0923
H -0.333 -2.313 -2.116 0.0986
H -0.077 -1.682 0.202 0.1005
H -0.105 -3.423 0.074 0.1139
H -1.375 -2.680 2.017 0.0928
H -2.406 -3.535 0.893 0.1039
H -3.592 -1.624 1.782 0.1030
H -3.340 -1.365 0.069 0.0972
H -1.668 -0.129 2.325 0.0766
H -2.902 0.699 1.366 0.0687
H -1.407 0.167 0.596 0.0486
C 3.430 4.135 -1.395 -0.1135
C 2.177 4.780 -0.811 -0.2728
C 1.606 4.019 0.385 -0.2265
C 1.136 2.593 0.086 -0.2212
C 0.074 2.473 -1.006 -0.2710
C -1.228 3.185 -0.660 -0.1034
H 3.226 3.133 -1.778 0.0634
H 3.814 4.736 -2.222 0.0669
H 4.215 4.061 -0.639 0.0754
H 1.421 4.885 -1.595 0.0967
H 2.428 5.795 -0.488 0.1023
H 0.775 4.596 0.804 0.1007
H 2.365 3.975 1.174 0.1110
H 0.745 2.157 1.012 0.1105
H 1.998 1.977 -0.191 0.1042
H -0.142 1.412 -1.165 0.0919
H 0.459 2.854 -1.957 0.0841
H -1.653 2.789 0.265 0.0640
H -1.960 3.040 -1.458 0.0665
H -1.081 4.261 -0.539 0.0668
C -0.091 3.302 -8.350 -0.1152
C -0.810 2.044 -7.876 -0.2729
C -1.580 2.243 -6.571 -0.2295
C -0.722 2.612 -5.358 -0.2279
C 0.386 1.617 -5.016 -0.2669
C -0.138 0.235 -4.642 -0.1083
H 0.665 3.629 -7.633 0.0649
H 0.413 3.113 -9.301 0.0676
H -0.800 4.120 -8.501 0.0736
H -0.089 1.227 -7.775 0.0984
H -1.517 1.735 -8.652 0.1027
H -2.144 1.330 -6.354 0.1009
H -2.329 3.029 -6.716 0.1086
H -1.382 2.720 -4.489 0.1048
H -0.274 3.598 -5.515 0.1013
H 0.958 2.012 -4.170 0.0891
H 1.092 1.529 -5.848 0.1000
H -0.811 0.294 -3.783 0.0666
H 0.690 -0.424 -4.376 0.0717
H -0.677 -0.230 -5.470 0.0664
```

spin multiplicity: 1
net charge: -1
HOMO energy: -4.887 eV
F_max: 0.0910 hartree/bohr
total energy: -1645.20886 Eh
orbital gap: 0.25257 Eh



# 2
C26H52Br2O10 | wB97M-V/def2-TZVPD

The geometry in XYZ format:
```
90
Properties=species:S:1:pos:R:3:lowdin_charge:R:1
C 5.554 -2.249 -0.700 -0.0010
C 4.375 -2.032 -1.659 -0.4499
O 3.398 -1.446 -1.210 0.0298
C 4.427 -2.448 -3.103 -0.0109
H 5.227 -2.306 0.338 0.0611
H 6.314 -1.473 -0.802 0.0874
H 6.121 -3.127 -1.009 0.0818
H 3.730 -1.787 -3.620 0.0621
H 3.933 -3.387 -3.351 0.0908
H 5.437 -2.506 -3.509 0.0862
C -3.272 -3.146 2.751 -0.0388
C -3.902 -4.526 2.553 -0.4666
O -4.054 -5.295 3.482 0.0586
C -4.544 -4.861 1.213 -0.0271
H -3.246 -3.004 3.831 0.0783
H -3.861 -2.285 2.432 0.0802
H -2.244 -3.025 2.412 -0.0022
H -4.815 -3.976 0.637 0.0714
H -5.417 -5.505 1.321 0.0830
H -3.802 -5.271 0.529 0.0805
C 1.578 0.227 -4.249 -0.0425
C 0.262 -0.261 -4.896 -0.4470
O -0.475 0.499 -5.487 0.0547
C 0.001 -1.828 -4.873 -0.0114
H 2.331 0.146 -5.033 0.0864
H 1.895 -0.209 -3.302 0.0481
H 1.461 1.291 -4.044 0.0445
H 0.664 -2.299 -5.599 0.0716
H -0.958 -2.132 -5.294 0.0741
H 0.285 -2.110 -3.860 0.0653
C -2.825 4.759 2.146 -0.0220
C -4.199 4.295 1.712 -0.5113
O -5.006 5.056 1.307 0.0896
C -4.430 2.765 1.596 -0.0074
H -2.482 4.233 3.037 0.0767
H -2.974 5.774 2.515 0.0813
H -2.186 4.641 1.271 0.0868
H -5.057 2.569 0.726 0.0813
H -4.772 2.341 2.541 0.0804
H -3.466 2.260 1.551 0.0538
O 5.440 -5.223 2.337 0.0652
C 5.354 -4.150 2.955 -0.5425
O 4.567 -3.137 2.695 0.0074
C 3.336 -3.285 2.070 -0.2471
C 2.131 -3.324 3.016 -0.0853
C 6.454 -3.824 3.914 0.0188
H 3.307 -4.179 1.448 0.1248
H 3.110 -2.496 1.352 0.1018
H 2.256 -2.542 3.764 0.0824
H 2.031 -4.290 3.510 0.0789
H 1.187 -3.152 2.499 -0.0305
H 7.035 -4.746 3.920 0.0871
H 5.940 -3.650 4.859 0.0943
H 7.114 -3.090 3.452 0.0950
O 0.499 3.116 3.622 0.0982
C 1.382 3.899 3.861 -0.4907
O 2.195 4.607 2.979 -0.0494
C 1.948 4.630 1.532 -0.2030
C 2.916 3.658 1.019 -0.1089
C 1.751 4.384 5.242 0.0075
H 2.348 5.599 1.231 0.1226
H 0.913 4.539 1.202 0.1127
H 2.765 2.606 1.264 0.0763
H 3.911 3.864 1.413 0.0857
H 3.051 3.624 -0.062 0.0730
H 2.532 3.752 5.665 0.0882
H 0.891 4.322 5.909 0.0856
H 2.124 5.402 5.353 0.0836
O -5.415 0.811 -2.275 0.0490
C -4.498 1.292 -2.982 -0.4725
O -4.509 2.067 -4.098 -0.0161
C -5.694 2.436 -4.800 -0.1884
C -5.889 1.408 -5.965 -0.0527
C -3.169 1.103 -2.365 -0.0254
H -5.676 3.482 -5.103 0.1205
H -6.543 2.354 -4.122 0.1116
H -5.619 0.388 -5.690 0.0758
H -5.354 1.629 -6.889 0.0680
H -6.951 1.413 -6.208 0.0684
H -2.720 0.180 -2.733 0.0897
H -3.120 1.019 -1.280 0.0738
H -2.355 1.767 -2.658 0.0237
Br 0.143 2.217 -1.453 0.6982
C 0.409 0.449 -0.632 -0.6346
C -0.389 0.431 0.694 -0.6678
Br -0.271 -1.319 1.552 0.7710
H 1.388 0.368 -0.159 0.0444
H 0.181 -0.425 -1.243 0.0579
H -1.472 0.539 0.650 0.0249
H 0.026 1.114 1.435 0.0408
```

spin multiplicity: 1
HOMO energy: -9.406 eV
structure (SMILES): CCOC(C)=O.CCOC(C)=O.CCOC(C)=O.CC(C)=O.CC(C)=O.CC(C)=O.CC(C)=O.BrCCBr
F_max: 0.0864 hartree/bohr
total energy: -6922.20942 Eh
orbital gap: 0.35689 Eh



# 3
C26H52CaCl2N3O5Si2 | wB97M-V/def2-TZVPD

The geometry in XYZ format:
```
91
Properties=species:S:1:pos:R:3:lowdin_charge:R:1
C 0.035 -4.048 -0.774 -0.0505
C 1.297 -3.472 -1.329 -0.2309
H -0.427 -4.786 -1.423 0.0623
H -0.686 -3.257 -0.572 0.0211
H 0.233 -4.530 0.186 0.0864
C 1.973 -3.949 -2.376 -0.1280
C 1.641 -5.135 -3.216 -0.1054
H 2.890 -3.440 -2.656 0.0982
H 0.699 -5.604 -2.944 0.0548
H 2.420 -5.897 -3.140 0.0670
H 1.584 -4.866 -4.274 0.0628
Ca -0.009 0.110 0.037 1.1065
Cl -2.010 -1.049 0.248 -0.0539
C 2.734 1.196 0.373 -0.3072
O 1.641 1.405 -0.180 -0.1863
N 3.810 1.962 0.192 -0.2010
C 3.795 3.081 -0.725 -0.0421
C 5.065 1.645 0.840 -0.0578
H 2.864 0.367 1.067 0.1567
H 2.783 3.232 -1.080 0.0809
H 4.451 2.883 -1.574 0.0851
H 4.142 3.984 -0.223 0.0833
H 4.945 0.760 1.456 0.0890
H 5.392 2.475 1.465 0.0800
H 5.832 1.436 0.096 0.0762
H -1.902 4.710 2.599 0.0668
H -2.836 3.087 4.425 0.0588
C -2.304 4.006 1.870 -0.0845
C -3.176 2.463 3.598 -0.0789
N -2.350 2.671 2.429 -0.2659
H -1.670 3.995 0.991 0.0527
C -1.670 1.661 1.880 -0.4341
O -0.945 1.789 0.879 -0.3146
H -3.125 1.422 3.903 0.0744
H -1.791 0.697 2.371 0.0696
H -3.305 4.332 1.589 0.0754
H -4.216 2.712 3.382 0.0678
H -0.910 -2.345 -3.015 0.0852
H 1.123 -1.792 -4.405 0.0822
C -1.337 -1.377 -3.263 -0.0274
C 0.614 -0.869 -4.682 -0.0486
N -0.267 -0.459 -3.609 -0.1656
H -1.867 -1.006 -2.395 0.0326
C 0.031 0.578 -2.839 -0.3135
O -0.599 0.934 -1.828 -0.1382
H 1.358 -0.100 -4.870 0.0819
H 0.902 1.150 -3.185 0.1430
H -2.014 -1.483 -4.111 0.0874
H 0.045 -1.038 -5.594 0.0835
O 0.887 -1.174 -0.994 -0.4556
C 1.735 -2.212 -0.594 -0.3877
C 3.568 -0.973 -1.818 -0.0370
C 3.187 -1.855 -0.812 -0.1936
H 2.792 -0.517 -2.416 0.1057
C 4.905 -0.676 -2.039 -0.0924
H 1.611 -2.407 0.477 0.1398
C 4.179 -2.413 -0.012 -0.0372
H 5.183 0.003 -2.837 0.0967
C 5.887 -1.249 -1.243 -0.1240
C 5.518 -2.114 -0.220 -0.1002
H 3.895 -3.092 0.783 0.1143
H 6.932 -1.020 -1.413 0.0916
H 6.275 -2.558 0.413 0.0930
Si -6.975 -2.576 0.926 0.1164
Cl -6.672 -4.439 0.000 0.2519
C -7.181 -1.311 -0.432 -0.2148
C -5.467 -2.226 1.970 -0.2113
C -8.516 -2.721 1.970 -0.2259
H -6.298 -1.266 -1.068 0.0340
H -7.341 -0.317 -0.012 0.0318
H -8.034 -1.547 -1.066 0.0218
H -9.384 -2.972 1.361 0.0222
H -8.726 -1.781 2.480 0.0290
H -8.409 -3.495 2.728 0.0246
H -4.565 -2.188 1.362 -0.0109
H -5.324 -2.994 2.728 0.0268
H -5.567 -1.267 2.481 0.0332
C 0.788 4.909 0.808 -0.1479
Si 0.838 3.314 1.834 0.5819
C 2.615 3.403 2.476 -0.1996
C 0.285 3.366 3.662 -0.1828
O 0.440 1.810 0.990 -0.4631
H 1.169 5.735 1.442 0.0418
H -0.178 5.236 0.396 0.0211
H 1.474 4.798 -0.051 0.0203
H 2.725 4.251 3.183 0.0370
H 2.900 2.468 3.001 0.0548
H 3.332 3.672 1.713 -0.0083
H 0.744 4.243 4.164 0.0319
H -0.757 3.464 3.923 -0.0131
H 0.648 2.445 4.165 0.0471
```

spin multiplicity: 1
net charge: -1
HOMO energy: -0.621 eV
F_max: 0.2703 hartree/bohr
total energy: -3739.22560 Eh
energy above the lowest of the compared OMol25 structures with the same formula, charge and spin: 332.3 kcal/mol
orbital gap: 0.11410 Eh



# 4
C26H52Cl4O16 | wB97M-V/def2-TZVPD

The geometry in XYZ format:
```
98
Properties=species:S:1:pos:R:3:lowdin_charge:R:1
C -18.737 19.489 -16.346 -0.9874
Cl -19.384 18.560 -17.704 0.6685
Cl -19.891 20.727 -15.797 0.5792
H -18.611 18.908 -15.438 0.0146
H -17.818 20.023 -16.568 -0.0374
C -15.839 18.290 -17.016 -0.9681
Cl -15.563 19.854 -17.887 0.5375
Cl -14.464 17.827 -16.038 0.5967
H -16.618 18.567 -16.317 -0.0446
H -16.059 17.491 -17.710 0.0376
C -21.334 17.624 -13.204 -0.0500
C -20.262 16.675 -13.645 -0.2125
O -19.007 16.851 -12.985 0.0136
C -17.907 16.266 -13.436 -0.6110
O -17.877 15.524 -14.379 0.1418
O -16.820 16.687 -12.795 0.0108
C -16.933 17.565 -11.688 -0.0486
H -22.248 17.180 -13.598 0.0811
H -21.135 18.653 -13.505 0.0628
H -21.436 17.608 -12.116 0.0846
H -20.132 16.732 -14.730 0.1050
H -20.556 15.643 -13.430 0.1371
H -17.280 18.571 -11.913 0.0868
H -15.927 17.701 -11.296 0.0919
H -17.499 17.100 -10.882 0.1054
C -24.671 11.532 -15.773 -0.0637
C -24.622 13.046 -15.673 -0.2182
O -23.551 13.507 -16.510 0.0473
C -23.258 14.791 -16.367 -0.6262
O -23.768 15.584 -15.628 0.1212
O -22.248 15.043 -17.195 0.0100
C -21.911 16.428 -17.354 -0.0553
H -24.685 11.164 -16.800 0.0786
H -25.575 11.126 -15.323 0.0771
H -23.774 11.148 -15.290 0.0790
H -24.415 13.346 -14.644 0.1215
H -25.568 13.543 -15.890 0.1263
H -21.464 16.545 -18.346 0.0830
H -21.161 16.727 -16.635 0.0419
H -22.832 16.979 -17.538 0.0976
C -16.864 23.046 -19.087 -0.0561
C -17.886 23.420 -18.027 -0.2055
O -18.169 24.827 -17.884 0.0563
C -18.733 25.352 -18.963 -0.6284
O -19.265 24.775 -19.869 0.1257
O -18.611 26.671 -18.896 0.0075
C -19.196 27.453 -19.915 -0.0457
H -15.856 23.307 -18.766 0.0823
H -17.132 23.591 -19.989 0.0805
H -16.958 21.962 -19.147 0.0270
H -17.606 23.026 -17.049 0.1168
H -18.843 22.927 -18.210 0.0968
H -20.223 27.125 -20.118 0.0936
H -18.738 27.201 -20.877 0.0988
H -19.152 28.494 -19.631 0.0947
C -18.864 20.319 -20.922 -0.0380
C -20.118 20.697 -20.115 -0.2411
O -20.874 21.656 -20.845 0.0023
C -21.909 21.243 -21.580 -0.6203
O -22.207 20.118 -21.820 0.1588
O -22.512 22.296 -22.140 0.0070
C -22.020 23.611 -22.003 -0.0490
H -19.133 20.281 -21.976 0.0850
H -18.539 19.345 -20.558 0.0609
H -18.043 21.028 -20.821 0.0532
H -19.965 21.032 -19.090 0.0813
H -20.647 19.758 -19.950 0.0807
H -22.470 24.301 -22.714 0.0944
H -20.937 23.644 -22.123 0.0963
H -22.287 24.009 -21.020 0.0686
O -16.437 20.349 -14.472 0.0597
C -15.894 20.341 -13.392 -0.5241
O -16.298 21.089 -12.346 -0.0039
C -17.230 22.127 -12.685 -0.2153
C -18.584 21.753 -12.113 -0.0592
C -14.742 19.448 -13.120 -0.0109
H -17.220 22.165 -13.775 0.1053
H -16.930 23.104 -12.306 0.1241
H -19.268 22.572 -12.336 0.0821
H -18.500 21.650 -11.033 0.0805
H -18.887 20.832 -12.608 0.0615
H -13.965 19.620 -13.860 0.0779
H -15.003 18.399 -13.261 0.0514
H -14.417 19.504 -12.081 0.0932
O -22.597 19.834 -18.125 0.0912
C -23.191 20.391 -17.244 -0.5475
O -23.929 21.510 -17.340 -0.0083
C -23.868 22.277 -18.537 -0.1977
C -22.900 23.445 -18.307 -0.0512
C -23.393 19.807 -15.868 0.0163
H -24.871 22.622 -18.770 0.1256
H -23.501 21.736 -19.410 0.1043
H -22.901 24.255 -19.033 0.0631
H -21.902 23.094 -18.045 0.0753
H -23.259 23.930 -17.390 0.0777
H -23.716 20.591 -15.190 0.0875
H -22.479 19.322 -15.536 0.0429
H -24.171 19.049 -15.976 0.0985
```

spin multiplicity: 1
HOMO energy: -10.348 eV
structure (SMILES): CCOC(=O)OC.CCOC(=O)OC.CCOC(=O)OC.CCOC(=O)OC.CCOC(C)=O.CCOC(C)=O.ClCCl.ClCCl
F_max: 0.0368 hartree/bohr
total energy: -4066.51032 Eh
energy above the lowest of the compared OMol25 structures with the same formula, charge and spin: 10.7 kcal/mol
orbital gap: 0.39928 Eh



# 5
C26H52IO14PS2 | wB97M-V/def2-TZVPD

The geometry in XYZ format:
```
96
Properties=species:S:1:pos:R:3:lowdin_charge:R:1
C -2.038 0.758 -0.482 -0.1570
C -1.564 1.386 -1.798 -0.7424
I -3.166 1.268 -3.232 0.8713
C -0.337 0.667 -2.350 -0.1957
C 0.676 1.561 -3.111 -0.4046
C 0.660 3.024 -2.754 -0.0145
O 2.026 1.131 -2.622 -0.1792
S 2.571 -0.019 -3.513 0.5417
O 3.974 -0.034 -3.439 -0.1986
O 1.856 -1.224 -3.303 -0.2048
O 2.083 0.643 -4.864 -0.2380
C 0.770 1.189 -4.620 -0.3884
P 0.543 2.516 -5.940 0.4231
S 2.120 2.918 -7.009 0.1429
H -1.697 1.354 0.359 0.0790
H -1.675 -0.258 -0.380 0.0765
H -3.119 0.711 -0.426 0.0352
H -1.377 2.430 -1.604 0.0528
H -0.688 -0.120 -3.005 0.0893
H 0.190 0.175 -1.541 0.1249
H 1.681 3.387 -2.759 0.1050
H 0.291 3.197 -1.755 0.0647
H 0.089 3.642 -3.435 0.0627
H 0.088 0.406 -4.926 0.0915
H 0.038 3.661 -5.320 -0.0303
H -0.492 1.998 -6.714 -0.0245
O -1.105 -0.878 -6.728 0.0881
C -2.203 -1.347 -6.878 -0.5307
O -2.967 -1.535 -5.799 -0.0313
C -4.343 -1.932 -5.869 -0.2360
C -4.493 -3.431 -5.992 -0.0581
C -2.696 -1.790 -8.234 0.0174
H -4.856 -1.395 -6.669 0.1146
H -4.775 -1.587 -4.931 0.1109
H -4.048 -3.804 -6.915 0.0712
H -5.544 -3.717 -5.981 0.0858
H -3.992 -3.933 -5.165 0.0804
H -2.315 -2.791 -8.428 0.0979
H -2.289 -1.112 -8.980 0.0922
H -3.778 -1.795 -8.334 0.0708
O 1.308 4.458 0.000 0.0900
C 2.394 4.064 0.340 -0.5159
O 3.248 3.689 -0.630 -0.0081
C 4.610 3.319 -0.384 -0.2199
C 4.738 1.862 0.002 -0.0484
C 2.782 3.901 1.788 0.0211
H 5.060 3.986 0.352 0.1133
H 5.117 3.500 -1.330 0.1262
H 4.222 1.648 0.938 0.0674
H 5.788 1.594 0.120 0.0853
H 4.302 1.231 -0.773 0.0685
H 2.405 2.943 2.145 0.0882
H 2.313 4.695 2.362 0.0956
H 3.851 3.947 1.976 0.0752
O -6.175 -6.826 -5.438 0.1048
C -5.231 -7.516 -5.173 -0.5272
O -4.035 -6.925 -4.975 -0.0130
C -2.884 -7.624 -4.488 -0.2345
C -2.127 -8.322 -5.598 -0.0634
C -5.334 -9.024 -5.130 0.0125
H -3.163 -8.307 -3.685 0.1130
H -2.262 -6.851 -4.043 0.1233
H -2.731 -9.092 -6.077 0.0675
H -1.225 -8.790 -5.204 0.0827
H -1.840 -7.603 -6.365 0.0837
H -5.240 -9.404 -6.147 0.0964
H -6.318 -9.283 -4.751 0.0907
H -4.592 -9.509 -4.501 0.0684
O 3.873 3.864 5.739 0.1050
C 3.437 2.758 5.902 -0.5219
O 3.297 1.962 4.821 -0.0170
C 2.948 0.576 4.907 -0.2344
C 1.451 0.368 5.004 -0.0599
C 2.972 2.267 7.252 0.0067
H 3.484 0.096 5.726 0.1151
H 3.326 0.140 3.983 0.1199
H 1.042 0.808 5.913 0.0702
H 1.217 -0.696 5.005 0.0833
H 0.951 0.836 4.156 0.0789
H 1.953 2.614 7.419 0.0964
H 3.622 2.695 8.008 0.0813
H 3.000 1.188 7.377 0.0735
O 1.729 0.983 10.095 0.1009
C 1.463 1.980 10.709 -0.5245
O 0.368 1.983 11.492 0.0021
C 0.046 3.060 12.377 -0.2360
C -0.703 4.173 11.675 -0.0632
C 2.281 3.243 10.556 0.0066
H 0.943 3.421 12.883 0.1124
H -0.585 2.608 13.140 0.1229
H -0.100 4.634 10.893 0.0682
H -0.987 4.946 12.389 0.0823
H -1.605 3.780 11.208 0.0839
H 1.935 3.770 9.668 0.0882
H 3.318 2.953 10.412 0.0890
H 2.245 3.916 11.408 0.0715
```

spin multiplicity: 1
HOMO energy: -8.439 eV
F_max: 0.0289 hartree/bohr
total energy: -3510.64497 Eh
orbital gap: 0.32463 Eh